The following is a quantum chemistry calculation of a molecular structure, C41H60BN3OP2S2Ti in a non-equilibrium geometry, from OMol25.

Output
- E_HOMO: -12.5 eV
- LUMO level: -0.2290 hartree
- Orbital gap: 6.25 eV

Geometry as ORCA input:
```
! wB97M-V def2-TZVPD RIJCOSX def2/J DEFGRID3
* xyz 2 1
Ti -0.384 -0.053 0.132
C -4.173 1.048 1.017
C -3.729 2.250 0.162
C -3.371 3.447 1.052
C -4.897 2.650 -0.750
P -2.238 1.679 -0.796
C -3.010 0.733 -2.155
N -2.066 -0.262 -2.562
B -0.912 -0.754 -1.847
N -0.369 -1.758 -2.721
C 0.733 -2.661 -2.530
P 1.718 -2.143 -1.078
C 2.182 -3.832 -0.375
C 0.889 -4.438 0.196
C 2.733 -4.827 -1.409
C 3.206 -3.667 0.755
C 3.190 -1.312 -1.892
C 2.615 -0.169 -2.739
C 4.114 -0.710 -0.827
C 4.032 -2.216 -2.795
C -1.165 -1.866 -3.860
C -1.050 -2.710 -4.958
C -2.007 -2.598 -5.954
C -3.054 -1.676 -5.857
C -3.173 -0.840 -4.759
C -2.210 -0.948 -3.764
C -1.338 3.095 -1.620
C -0.363 2.475 -2.627
C -0.516 3.853 -0.561
C -2.249 4.076 -2.359
H -4.860 1.399 1.792
H -3.342 0.540 1.507
H -4.715 0.310 0.423
H -4.158 3.590 1.798
H -3.315 4.365 0.466
H -2.423 3.312 1.565
H -5.766 2.823 -0.108
H -5.177 1.870 -1.458
H -4.711 3.568 -1.298
H -3.274 1.390 -2.985
H -3.935 0.282 -1.791
H 1.363 -2.679 -3.420
H 0.367 -3.675 -2.378
H 0.226 -4.805 -0.589
H 0.326 -3.740 0.808
H 1.155 -5.296 0.820
H 2.162 -4.850 -2.338
H 2.667 -5.828 -0.971
H 3.776 -4.650 -1.650
H 4.191 -3.401 0.369
H 3.313 -4.617 1.285
H 2.904 -2.912 1.484
H 1.874 0.418 -2.194
H 2.137 -0.525 -3.655
H 3.426 0.506 -3.028
H 3.642 0.128 -0.324
H 5.019 -0.331 -1.311
H 4.424 -1.432 -0.071
H 3.442 -2.826 -3.480
H 4.679 -2.872 -2.216
H 4.682 -1.579 -3.404
H -0.249 -3.435 -5.039
H -1.946 -3.242 -6.822
H -3.788 -1.619 -6.651
H -3.995 -0.137 -4.685
H 0.335 1.776 -2.159
H 0.234 3.277 -3.069
H -0.864 1.938 -3.434
H 0.012 3.178 0.113
H -1.135 4.506 0.050
H 0.227 4.478 -1.065
H -2.929 3.586 -3.057
H -1.622 4.757 -2.942
H -2.833 4.686 -1.671
C 2.219 1.653 0.731
C 2.177 0.506 1.692
C 3.157 0.349 2.689
C 3.030 -0.663 3.592
C 1.899 -1.516 3.549
C 1.677 -2.542 4.496
C 0.544 -3.299 4.419
C -0.413 -3.056 3.409
C -0.222 -2.074 2.472
S -1.484 -1.779 1.242
C 0.964 -1.308 2.526
N 1.160 -0.322 1.585
H 3.238 1.957 0.501
H 1.705 2.505 1.170
H 1.741 1.421 -0.229
H 3.996 1.032 2.720
H 3.779 -0.814 4.361
H 2.411 -2.710 5.275
H 0.365 -4.089 5.139
H -1.319 -3.651 3.370
C -2.464 1.866 3.994
S -1.056 1.002 3.329
O -0.933 1.399 1.845
C 0.229 1.872 4.174
C 0.820 1.244 5.261
C 1.817 1.915 5.958
C 2.212 3.183 5.555
C 1.608 3.800 4.461
C 0.601 3.148 3.765
H -2.344 2.939 3.854
H -2.489 1.619 5.057
H -3.358 1.488 3.501
H 0.512 0.245 5.557
H 2.286 1.446 6.813
H 2.989 3.702 6.102
H 1.912 4.795 4.164
H 0.104 3.619 2.923
*
```